Record 1
84
Properties=species:S:1:pos:R:3:forces:R:3 method="wB97M-V/def2-TZVPD" total_energy_ha=-2896.14088 max_force_ha_per_bohr=0.036 orbital_gap_ha="0.2484 / 0.2488" charge=+2 e_homo_ev="-12.9163 / -12.9171" multiplicity=2 molar_mass_g_mol=795.92 de_lowest_kj_mol=279.88
Ce 1.234 -0.175 0.215 -0.244 0.066 0.628
C 4.688 -3.052 -1.771 -0.098 0.186 -0.116
C 3.735 -2.388 -0.842 -0.647 0.812 -1.084
N 2.891 -1.443 -1.185 0.642 -0.287 0.630
N 2.888 -0.985 -2.446 -0.075 0.126 -1.114
C 2.294 0.189 -2.624 1.198 -1.229 -0.355
O 1.896 0.939 -1.656 -0.415 0.216 0.626
C 2.178 0.640 -4.013 -0.118 0.266 -0.253
C 1.724 1.932 -4.288 0.104 -0.224 0.198
C 1.603 2.355 -5.598 -0.037 0.078 -0.103
C 1.923 1.495 -6.640 -0.039 -0.009 0.065
C 2.371 0.209 -6.372 0.045 0.024 0.003
C 2.510 -0.216 -5.065 -0.076 0.077 0.142
C 3.576 -2.770 0.552 -0.501 1.098 1.424
C 3.813 -4.125 1.037 0.013 -0.292 0.040
C 3.430 -4.531 2.255 -0.094 0.149 -0.068
C 2.725 -3.622 3.213 0.275 0.188 0.149
C 2.451 -2.276 2.506 -0.278 -0.358 0.092
N 3.107 -1.826 1.328 0.375 -0.599 -0.902
H 4.686 -2.519 -2.716 0.071 -0.037 -0.033
H 4.391 -4.084 -1.953 -0.049 -0.114 -0.009
H 5.693 -3.065 -1.358 0.104 0.011 0.079
H 1.491 2.590 -3.460 -0.009 0.082 -0.043
H 1.268 3.359 -5.815 -0.025 0.077 -0.003
H 1.826 1.826 -7.662 -0.008 0.052 -0.095
H 2.624 -0.459 -7.179 0.019 -0.040 -0.099
H 2.874 -1.205 -4.838 0.003 -0.080 -0.027
H 4.330 -4.801 0.375 0.055 -0.115 -0.032
H 3.664 -5.526 2.602 0.074 -0.160 -0.066
H 3.268 -3.592 4.161 -0.050 -0.010 0.010
H 2.345 -1.454 3.222 -0.070 -0.220 -0.106
O -4.401 0.683 5.123 0.004 -0.218 0.065
C -3.982 1.827 4.431 -0.220 0.497 0.031
C -2.734 1.521 3.665 0.221 -0.179 -0.146
C -2.142 2.451 2.816 -0.070 -0.217 0.144
C -1.010 2.095 2.106 0.100 0.035 -0.017
N -0.433 0.890 2.175 -0.152 -0.177 0.272
C -0.986 0.002 3.035 -0.178 0.528 -0.014
C -2.117 0.279 3.787 0.098 0.059 -0.105
C -0.302 -1.303 3.111 0.157 -0.485 -0.982
C -0.128 -1.987 4.372 0.087 -0.397 0.419
C 0.509 -3.173 4.488 -0.093 0.361 -0.003
C 0.507 -3.933 5.784 0.122 -0.192 -0.064
O -0.006 -3.218 6.866 -0.127 0.265 0.229
C 1.176 -3.812 3.304 -0.316 -0.146 -0.031
C 1.062 -2.852 2.094 0.382 -0.005 0.130
N 0.139 -1.769 1.984 -0.506 0.460 0.595
H -5.169 0.891 5.664 0.033 0.005 -0.022
H -3.762 2.656 5.121 -0.037 -0.050 -0.111
H -4.754 2.179 3.728 0.160 -0.024 0.088
H -2.555 3.441 2.704 -0.028 0.130 -0.044
H -0.543 2.816 1.447 -0.076 -0.033 0.037
H -2.556 -0.455 4.446 0.077 -0.088 0.014
H -0.590 -1.552 5.246 -0.025 -0.054 0.059
H 1.511 -4.335 5.981 -0.086 0.033 -0.014
H -0.158 -4.800 5.657 0.164 0.036 -0.089
H 0.651 -2.609 7.224 0.018 -0.134 -0.027
H 0.831 -4.842 3.178 -0.062 0.052 -0.026
H 1.106 -3.397 1.143 0.168 0.110 0.249
N -0.874 0.263 -0.877 0.121 0.177 0.100
S -0.975 1.125 -2.250 -1.223 0.617 0.070
C -2.735 1.028 -2.673 0.420 -0.178 -0.086
C -3.693 1.335 -1.719 -0.010 0.033 0.101
C -5.034 1.211 -2.039 0.114 0.036 0.095
C -5.409 0.782 -3.305 0.055 -0.028 -0.070
C -4.443 0.476 -4.252 -0.150 0.037 0.020
C -3.099 0.602 -3.940 0.263 0.037 0.053
C -0.922 2.916 -1.832 0.143 -0.552 -0.075
C -1.708 3.812 -2.541 0.008 -0.032 -0.104
C -1.540 5.175 -2.340 0.093 -0.053 0.013
C -0.582 5.629 -1.447 -0.051 0.012 -0.014
C 0.192 4.729 -0.729 0.002 -0.128 -0.007
C 0.028 3.364 -0.926 0.278 -0.356 0.096
H -1.766 0.316 -0.376 0.338 -0.080 -0.045
H -3.401 1.688 -0.739 -0.008 0.067 0.090
H -5.783 1.457 -1.301 -0.047 0.003 0.015
H -6.456 0.693 -3.550 -0.052 -0.026 -0.039
H -4.736 0.141 -5.235 -0.008 -0.013 -0.072
H -2.338 0.381 -4.672 0.090 -0.088 -0.125
H -2.433 3.456 -3.256 -0.065 0.017 -0.039
H -2.143 5.879 -2.895 -0.023 -0.003 -0.017
H -0.426 6.689 -1.322 -0.018 0.091 0.069
H 0.937 5.098 -0.040 0.080 -0.024 0.063
H 0.674 2.640 -0.407 -0.314 0.526 -0.305



Record 2
82
Properties=species:S:1:pos:R:3:forces:R:3 method="wB97M-V/def2-TZVPD" total_energy_ha=-2737.48471 max_force_ha_per_bohr=0.023 orbital_gap_ha=0.2193 charge=+4 e_homo_ev=-19.7625 molar_mass_g_mol=839.24 de_lowest_kj_mol=83.45
Pt -0.656 -0.115 0.473 -0.695 -0.613 0.737
Cl 1.252 -0.176 2.383 0.244 -0.337 -0.238
C 2.705 -0.473 1.436 -0.104 0.140 0.053
C 3.813 -1.011 2.042 0.021 0.023 -0.044
C 4.954 -1.198 1.256 0.018 -0.016 0.010
C 4.960 -0.849 -0.086 0.020 -0.001 -0.009
C 3.826 -0.307 -0.679 0.029 0.035 0.042
C 2.677 -0.098 0.093 -0.108 -0.226 -0.018
P 1.298 0.792 -0.616 0.306 0.797 0.104
C 1.358 2.500 -0.147 0.048 0.122 -0.002
C 0.429 3.446 -0.625 0.070 -0.196 0.014
C 0.608 4.785 -0.358 0.045 0.076 0.096
C 1.701 5.206 0.404 0.045 -0.082 0.041
C 2.617 4.281 0.891 -0.102 0.144 -0.027
C 2.449 2.933 0.627 -0.056 -0.117 -0.002
C 1.355 0.563 -2.373 -0.078 -0.003 -0.044
C 1.463 -0.730 -2.927 0.032 0.010 -0.004
C 1.630 -0.891 -4.290 -0.061 0.006 0.024
C 1.690 0.230 -5.118 0.002 0.011 -0.027
C 1.582 1.507 -4.581 -0.025 0.016 -0.019
C 1.406 1.684 -3.218 0.014 -0.051 0.012
H 3.809 -1.272 3.092 -0.006 -0.025 -0.013
H 5.840 -1.625 1.709 0.006 0.013 -0.003
H 5.853 -0.991 -0.680 -0.004 -0.019 0.005
H 3.848 -0.026 -1.724 0.006 -0.002 0.014
H -0.417 3.142 -1.227 0.028 -0.017 -0.078
H -0.089 5.516 -0.747 -0.008 -0.015 0.016
H 1.834 6.259 0.618 0.016 -0.005 -0.042
H 3.472 4.612 1.465 -0.022 -0.004 0.018
H 3.177 2.230 1.008 0.019 -0.010 -0.038
H 1.471 -1.617 -2.303 0.137 -0.027 0.060
H 1.731 -1.883 -4.710 0.000 0.009 0.005
H 1.838 0.104 -6.183 -0.005 -0.001 0.007
H 1.649 2.374 -5.227 0.013 -0.009 0.003
H 1.354 2.687 -2.818 0.025 -0.003 0.019
C -1.413 2.709 3.802 -0.026 -0.022 0.011
C -1.802 1.623 2.855 -0.115 -0.126 -0.059
O -1.015 1.366 1.885 0.381 0.447 0.065
N -2.954 0.998 3.033 0.124 0.054 -0.162
C -3.406 -0.140 2.225 0.142 -0.011 0.161
C -2.655 -1.383 2.616 0.035 -0.049 -0.109
C -3.118 -2.195 3.632 -0.118 -0.007 -0.040
C -2.367 -3.290 4.035 0.010 -0.032 0.009
C -1.156 -3.526 3.405 0.000 -0.005 0.042
C -0.748 -2.674 2.400 -0.051 0.062 -0.024
N -1.482 -1.624 1.987 -0.202 0.190 0.334
H -0.584 3.278 3.392 -0.005 0.008 -0.007
H -1.102 2.262 4.750 -0.001 0.011 -0.008
H -2.256 3.371 4.005 0.009 -0.007 0.026
H -3.511 1.272 3.833 -0.031 0.004 -0.005
H -3.241 0.092 1.175 -0.097 -0.055 -0.060
H -4.477 -0.267 2.360 -0.009 0.062 0.100
H -4.068 -1.973 4.104 0.010 -0.017 -0.010
H -2.719 -3.938 4.828 0.002 0.002 -0.006
H -0.523 -4.354 3.692 -0.005 0.003 -0.011
H 0.201 -2.833 1.913 0.011 -0.007 -0.010
N -4.695 3.912 -4.285 0.074 -0.066 0.060
C -4.068 3.269 -3.568 -0.082 0.055 -0.029
C -3.285 2.481 -2.669 -0.002 0.029 -0.098
C -2.426 1.495 -3.146 0.002 -0.015 -0.042
C -1.673 0.764 -2.256 -0.186 -0.037 0.203
N -1.734 0.954 -0.918 -0.240 0.290 -0.381
C -2.565 1.922 -0.455 0.038 -0.117 -0.175
C -3.345 2.686 -1.293 -0.067 0.014 0.116
H -2.339 1.297 -4.207 -0.001 -0.022 0.011
H -1.000 0.021 -2.647 0.004 -0.005 -0.027
H -2.582 2.094 0.603 -0.019 0.048 0.006
H -3.998 3.439 -0.871 0.020 0.003 0.005
N -0.808 -1.705 -0.820 1.109 0.399 -0.189
C -0.278 -3.042 -0.543 -0.464 -0.107 0.103
C -1.199 -4.077 -0.538 0.011 -0.172 -0.075
C -0.744 -5.380 -0.379 -0.096 0.087 -0.008
C 0.610 -5.622 -0.201 0.070 -0.062 0.025
C 1.515 -4.566 -0.160 -0.021 0.002 0.054
C 1.075 -3.261 -0.329 0.058 0.103 -0.033
H -1.810 -1.754 -1.006 0.005 -0.241 -0.073
H -0.347 -1.360 -1.662 -0.178 -0.286 -0.253
H -2.257 -3.885 -0.690 0.018 -0.021 -0.009
H -1.448 -6.201 -0.406 0.007 0.002 0.009
H 0.964 -6.639 -0.091 0.003 0.009 0.018
H 2.565 -4.763 0.009 0.000 0.009 -0.033
H 1.778 -2.439 -0.257 0.002 -0.028 -0.097



Record 3
80
Properties=species:S:1:pos:R:3:forces:R:3 method="wB97M-V/def2-TZVPD" total_energy_ha=-3068.24584 max_force_ha_per_bohr=0.019 orbital_gap_ha=0.2975 charge=+1 e_homo_ev=-10.3181 molar_mass_g_mol=836.89 de_lowest_kj_mol=19.01
Pt 0.481 0.567 0.204 -0.411 -0.143 0.881
C 0.862 0.232 3.657 0.020 -0.006 -0.203
Si 0.342 -0.731 2.129 0.069 -0.301 -0.423
C -1.460 -1.243 2.360 0.192 0.191 -0.383
C -1.904 -2.065 3.386 -0.169 -0.269 0.298
C -3.234 -2.469 3.467 0.255 0.030 0.065
C -4.142 -2.046 2.513 0.000 0.184 -0.255
C -3.722 -1.196 1.495 -0.309 -0.139 0.157
C -2.398 -0.787 1.428 -0.039 0.038 -0.137
P -1.862 0.369 0.116 0.451 0.025 0.502
C -2.939 1.828 0.350 0.042 0.006 0.022
C -3.122 2.699 -0.725 -0.260 -0.237 -0.034
C -3.927 3.818 -0.595 -0.055 0.091 -0.078
C -4.544 4.103 0.618 0.078 -0.074 0.025
C -4.348 3.253 1.697 -0.038 0.054 0.057
C -3.559 2.118 1.563 0.172 0.004 -0.020
C -2.490 -0.338 -1.425 0.151 -0.209 -0.183
C -1.634 -1.190 -2.123 -0.097 0.001 -0.035
C -2.083 -1.858 -3.253 -0.032 0.049 0.027
C -3.382 -1.666 -3.699 0.054 -0.059 -0.046
C -4.234 -0.813 -3.015 -0.112 0.045 0.019
C -3.797 -0.153 -1.878 0.084 -0.044 0.037
C 1.534 -2.212 1.910 -0.054 0.310 -0.080
C 1.526 -3.382 2.662 0.109 -0.189 0.012
C 2.505 -4.354 2.476 -0.111 0.115 0.021
C 3.523 -4.161 1.551 0.059 0.084 -0.087
C 3.561 -2.997 0.794 0.026 -0.184 0.121
C 2.562 -2.049 0.965 -0.197 0.162 0.182
P 2.479 -0.534 -0.007 -0.331 0.254 -0.544
C 2.170 -0.972 -1.756 0.001 -0.166 0.275
C 1.897 -2.275 -2.183 0.262 0.282 0.254
C 1.490 -2.491 -3.485 -0.063 -0.213 -0.121
C 1.314 -1.425 -4.354 -0.110 -0.171 -0.236
C 1.557 -0.133 -3.936 0.235 0.272 0.326
C 1.995 0.099 -2.633 0.067 -0.087 -0.307
C 4.091 0.301 0.056 -0.243 -0.117 0.143
C 5.013 0.282 -0.984 -0.032 -0.096 -0.039
C 6.221 0.951 -0.844 0.095 0.029 -0.033
C 6.514 1.636 0.327 -0.068 -0.035 -0.018
C 5.593 1.656 1.367 -0.039 -0.024 0.003
C 4.384 0.994 1.229 0.017 0.044 0.027
H 0.962 -0.436 4.516 -0.021 -0.038 -0.016
H 0.114 0.988 3.900 0.033 0.033 -0.016
H 1.822 0.727 3.503 -0.011 0.011 0.052
H -1.206 -2.407 4.144 -0.028 -0.015 -0.002
H -3.559 -3.119 4.269 0.037 -0.004 0.018
H -5.174 -2.369 2.564 -0.008 0.015 -0.026
H -4.435 -0.852 0.754 -0.022 -0.019 0.034
H -2.649 2.477 -1.673 -0.239 -0.084 0.092
H -4.098 4.463 -1.451 -0.012 0.000 0.003
H -5.181 4.971 0.716 -0.004 0.010 0.002
H -4.822 3.465 2.646 -0.010 -0.011 -0.005
H -3.425 1.453 2.407 -0.031 0.004 0.022
H -0.621 -1.336 -1.766 0.036 -0.007 -0.021
H -1.418 -2.524 -3.784 0.021 -0.009 -0.005
H -3.733 -2.184 -4.583 -0.001 0.004 0.003
H -5.248 -0.668 -3.364 0.002 0.010 0.009
H -4.470 0.505 -1.344 -0.037 -0.003 -0.026
H 0.751 -3.551 3.401 0.005 -0.014 0.004
H 2.481 -5.262 3.065 -0.004 -0.004 0.002
H 4.287 -4.916 1.420 -0.002 -0.002 0.004
H 4.357 -2.834 0.076 0.008 -0.012 0.007
H 2.021 -3.107 -1.502 -0.038 -0.008 0.009
H 1.305 -3.502 -3.827 -0.003 0.008 0.007
H 0.985 -1.608 -5.369 0.001 -0.008 -0.001
H 1.428 0.691 -4.625 0.008 0.036 0.020
H 2.233 1.100 -2.293 -0.078 0.068 -0.064
H 4.796 -0.251 -1.902 -0.012 0.016 0.026
H 6.935 0.932 -1.656 0.010 0.015 0.013
H 7.456 2.157 0.430 0.011 -0.003 -0.011
H 5.812 2.190 2.282 0.017 0.006 -0.006
H 3.658 1.017 2.035 0.026 0.023 -0.012
N -0.822 4.615 0.429 -0.034 0.054 0.009
C -0.211 3.804 -0.427 0.085 0.165 -0.037
N -0.658 3.746 -1.685 0.354 0.256 -0.081
S 1.152 2.914 0.076 0.251 0.062 -0.263
H -1.639 5.149 0.181 -0.054 -0.032 0.006
H -0.527 4.601 1.390 0.014 0.001 -0.004
H -1.384 4.354 -2.026 0.030 0.001 0.058
H -0.107 3.239 -2.355 0.029 -0.033 0.000